[1]
{"formula": "C7H14NO", "method": "wB97M-V/def2-TZVPD", "species": ["C", "C", "C", "C", "C", "N", "C", "C", "O", "H", "H", "H", "H", "H", "H", "H", "H", "H", "H", "H", "H", "H", "H"], "coordinates": [[-2.78705, 0.67948, 0.53009], [-2.16484, -0.43727, -0.29067], [-0.73504, -0.03038, -0.57389], [0.68109, -0.82477, -0.56955], [0.81248, -2.04653, 0.11351], [1.59159, 0.20623, -0.44563], [2.07045, 0.48399, 0.97523], [0.89589, 1.36288, -1.13468], [-0.45230, 1.24715, -0.85113], [-2.12191, 0.95943, 1.47863], [-3.80949, 0.33352, 0.83979], [-2.89946, 1.67521, -0.13512], [-2.87459, -0.52502, -1.18370], [-2.07445, -1.40954, 0.34302], [0.89783, -1.91060, 1.14873], [1.70514, -2.67448, -0.23759], [-0.12113, -2.60264, -0.10086], [2.43769, 0.05128, -0.95807], [2.89631, 1.21525, 0.88617], [1.33837, 0.97455, 1.52083], [2.36977, -0.32668, 1.64273], [1.31567, 2.26342, -0.78214], [1.02796, 1.33552, -2.21571]], "atomic_forces_ev_per_a": [[0.0, 2.5, 1.0], [0.5, -0.9, 0.2], [5.3, -3.4, -0.7], [-8.8, 3.3, -1.1], [0.8, -3.6, -1.0], [1.5, 1.7, 0.9], [1.8, 1.1, -0.4], [0.4, -0.2, -0.3], [-0.7, 0.1, 0.4], [-1.6, -0.6, -1.9], [1.0, 0.6, -0.1], [0.2, -2.3, 1.6], [1.5, -0.4, 0.8], [-0.5, 1.5, -1.4], [0.2, -0.1, 1.8], [-1.3, 0.7, 0.4], [0.7, -0.1, 0.3], [0.7, -0.3, -0.7], [-0.2, -0.5, 0.0], [-1.9, 1.0, 0.6], [0.1, -0.5, -1.1], [0.2, 1.2, 0.6], [0.3, -0.6, 0.0]], "mulliken_charge": [-1.07, 0.06, 0.32, -0.12, -1.50, 0.14, -0.97, -0.38, -0.30, 0.26, 0.37, 0.26, 0.23, 0.23, 0.44, 0.33, 0.42, 0.35, 0.39, 0.42, 0.37, 0.41, 0.36], "mol_weight_g_mol": 128.19, "total_energy_ha": -404.7407, "lumo_ev": -3.4, "charge": 1, "e_above_lowest_kj_mol": 411.5, "homo_lumo_gap_ha": 0.3274, "smiles": "CCC1=C(C)[N@H+](C)CO1"}

---

[2]
{"formula": "C2H9NOSi", "method": "wB97M-V/def2-TZVPD", "species": ["C", "N", "O", "Si", "H", "H", "H", "H", "H", "C", "H", "H", "H", "H"], "coordinates": [[0.32075, 0.97859, 0.90667], [-0.20585, 0.34084, -0.03166], [-1.53512, 0.32122, -0.26202], [-2.89408, 0.56203, 0.55562], [-0.20005, 1.58091, 1.78717], [1.39401, 0.91824, 0.82844], [-2.40968, -0.12104, 1.74414], [-3.09937, 1.97536, 0.68387], [-3.74055, -0.08581, -0.37337], [2.64648, -1.69376, 0.35561], [2.04614, -2.64258, 0.26325], [1.93547, -0.95870, -0.15861], [2.87142, -1.59624, 1.39157], [3.67409, -1.92122, -0.09098]], "atomic_forces_ev_per_a": [[-1.0, 1.5, 2.3], [0.2, -0.5, -1.1], [1.6, -0.1, -1.8], [0.8, 0.0, 0.9], [0.9, -1.2, -2.0], [0.2, 0.2, 0.6], [-0.9, -0.2, 1.1], [-0.6, 0.8, 0.4], [-1.3, -0.5, -0.3], [-0.4, -1.6, -1.9], [0.7, 0.6, 0.1], [1.7, -0.6, 0.9], [-0.4, 0.8, 0.9], [-1.6, 0.7, -0.1]], "mulliken_charge": [-0.21, -0.13, -0.17, 0.35, 0.19, 0.27, -0.10, -0.09, -0.11, -0.84, 0.23, 0.10, 0.26, 0.25], "mol_weight_g_mol": 91.19, "total_energy_ha": -500.9678, "lumo_ev": 0.9, "e_above_lowest_kj_mol": 501.3, "homo_lumo_gap_ha": 0.3963, "smiles": "C=NO[SiH3].C"}

---

[3]
{"formula": "CH7N2Si", "method": "wB97M-V/def2-TZVPD", "species": ["C", "N", "N", "Si", "H", "H", "H", "H", "H", "H", "H"], "coordinates": [[1.04940, -0.09503, -0.30356], [-0.15597, 0.09318, -0.61934], [1.64885, -1.26044, -0.09763], [-1.78191, 0.07462, -0.45441], [1.79764, 0.78910, -0.11228], [-0.83338, 1.70928, 0.85132], [2.61294, -1.13164, 0.17989], [1.26355, -2.16953, -0.39483], [-0.83898, 2.09213, 1.51041], [-1.98236, -0.56009, 0.84551], [-2.77978, 0.45844, -1.40509]], "atomic_forces_ev_per_a": [[2.5, 0.7, 0.6], [3.5, 0.4, -1.0], [-0.2, 0.2, -0.2], [-4.3, -0.3, 1.3], [-1.7, -1.1, -0.7], [0.0, 0.5, 0.6], [0.0, -0.9, 0.0], [0.3, 0.8, 0.5], [0.1, -0.1, -0.3], [-0.2, -0.5, -0.2], [0.0, 0.3, -0.5]], "mulliken_charge": [0.35, 0.01, -0.31, 0.07, 0.30, -0.34, 0.26, 0.27, 0.31, 0.05, 0.03], "mol_weight_g_mol": 75.17, "spin_multiplicity": 3, "total_energy_ha": -440.8360, "lumo_ev": [-4.2, -8.7], "charge": 1, "e_above_lowest_kj_mol": 194.1, "homo_lumo_gap_ha": [0.2498, 0.2730]}

---

[4]
{"formula": "C3H8NO2", "method": "wB97M-V/def2-TZVPD", "species": ["N", "C", "C", "C", "O", "O", "H", "H", "H", "H", "H", "H", "H", "H"], "coordinates": [[1.63167, -1.28835, 1.65641], [1.10932, -0.18632, 0.82486], [0.10401, -0.64789, -0.25204], [-0.77289, 0.62348, -0.75190], [-1.15426, 1.46733, 0.09780], [-1.25201, 0.52376, -1.98410], [0.79232, -1.77013, 1.91356], [2.17582, -1.98496, 1.23507], [2.12096, -0.95932, 2.50087], [0.53562, 0.42327, 1.55062], [1.86573, 0.37352, 0.40766], [0.48806, -1.03096, -1.14447], [-0.58072, -1.41484, 0.07211], [-2.21194, 0.71754, -1.96543]], "atomic_forces_ev_per_a": [[-0.7, 0.7, 1.1], [-2.9, 0.0, 0.2], [-0.5, 2.4, -0.2], [-1.5, 1.1, 4.6], [1.6, -2.7, -3.0], [-0.1, -0.7, 0.1], [-0.6, -0.6, 0.9], [1.5, -1.1, -1.3], [-0.2, -0.1, -0.3], [0.4, 0.0, -0.6], [1.8, 1.1, -0.7], [1.4, -0.7, -1.3], [-0.6, 0.0, 0.5], [0.6, 0.5, -0.2]], "mulliken_charge": [-0.24, -0.59, -0.68, 0.48, -0.52, -0.43, 0.38, 0.31, 0.36, 0.37, 0.36, 0.40, 0.42, 0.39], "mol_weight_g_mol": 90.10, "total_energy_ha": -324.0744, "lumo_ev": -4.0, "charge": 1, "e_above_lowest_kj_mol": 138.9, "homo_lumo_gap_ha": 0.3816, "smiles": "[NH3+]CCC(=O)O"}

---

[5]
{"formula": "C4H9NO", "method": "wB97M-V/def2-TZVPD", "species": ["C", "C", "C", "C", "O", "N", "H", "H", "H", "H", "H", "H", "H", "H", "H"], "coordinates": [[1.18285, 0.54151, -0.46545], [-1.62828, 1.01018, 0.48527], [0.67249, -1.89729, -0.13031], [0.13792, -0.47151, -0.13730], [1.27128, 1.67115, 0.21257], [-0.90055, -0.22102, 0.67757], [0.67785, 1.61491, 0.98300], [1.87240, 0.45363, -1.29928], [-0.09067, -0.04088, -1.27886], [-2.60910, 0.91105, 0.95539], [-1.79265, 1.24245, -0.58325], [-1.19636, 1.93410, 0.91942], [1.34048, -2.09308, -0.97229], [1.22500, -2.06071, 0.79496], [-0.16266, -2.59446, -0.16145]], "atomic_forces_ev_per_a": [[-0.5, -0.5, 0.8], [0.1, 0.1, 0.1], [-0.1, 0.0, -0.3], [0.6, 0.5, 0.6], [-0.4, -0.1, -0.6], [0.3, 0.0, -0.3], [0.0, -0.2, 0.0], [-0.1, 0.0, 0.1], [0.1, 0.2, -0.2], [0.0, 0.0, -0.1], [0.1, 0.0, 0.0], [0.0, 0.0, 0.0], [0.0, 0.0, 0.0], [0.0, 0.1, 0.0], [0.0, 0.0, 0.0]], "mulliken_charge": [-0.53, -0.81, -1.16, 1.03, -0.46, -0.73, 0.41, 0.44, 0.08, 0.27, 0.27, 0.23, 0.35, 0.28, 0.33], "mol_weight_g_mol": 87.12, "total_energy_ha": -287.6613, "lumo_ev": [0.3, 0.3], "e_above_lowest_kj_mol": 449.5, "homo_lumo_gap_ha": [0.2844, 0.2845]}

---

[6]
{"formula": "C15H24IrN3PS3Se", "method": "wB97M-V/def2-TZVPD", "species": ["Ir", "S", "C", "S", "S", "C", "P", "C", "C", "H", "H", "H", "H", "H", "H", "H", "H", "H", "C", "N", "C", "C", "N", "C", "C", "Se", "H", "H", "H", "H", "H", "H", "H", "H", "N", "C", "C", "C", "C", "C", "C", "H", "H", "H", "H", "H", "H", "H"], "coordinates": [[0.20994, 0.80618, 0.73436], [3.50454, 3.90678, -0.31524], [2.39524, 2.67968, -0.18564], [2.77494, 1.03138, 0.06036], [0.70464, 3.00438, -0.26484], [-1.38076, 0.86198, 4.01086], [0.22544, 0.80678, 3.14036], [1.16604, 2.16978, 3.90506], [1.02104, -0.64822, 3.91816], [-1.23006, 0.81908, 5.08706], [-1.99186, 0.01828, 3.69556], [-1.90796, 1.77738, 3.75546], [1.13594, 2.07918, 4.98996], [0.74774, 3.12888, 3.60916], [2.20014, 2.11998, 3.56876], [1.14384, -0.46472, 4.98386], [1.99974, -0.81532, 3.47396], [0.40374, -1.53252, 3.78296], [-2.26456, -1.58912, -2.20264], [-2.27756, -0.18312, -2.50154], [-2.25956, 0.38378, -3.74434], [-2.33466, 1.72878, -3.58034], [-2.39536, 1.97688, -2.24014], [-2.55006, 3.26328, -1.61664], [-2.34136, 0.80308, -1.58394], [-2.44536, 0.56448, 0.25116], [-2.64686, -2.15182, -3.05164], [-2.90566, -1.77072, -1.33894], [-1.24926, -1.92672, -1.98064], [-2.19816, -0.19772, -4.63954], [-2.34526, 2.50678, -4.31604], [-2.64686, 4.03118, -2.38094], [-1.68546, 3.48868, -0.98794], [-3.44476, 3.26718, -0.99154], [0.37714, -1.61582, 0.54666], [1.20694, -2.17642, -0.48744], [1.77514, -3.43022, -0.31144], [2.64054, -3.94012, -1.26184], [2.95574, -3.18562, -2.38164], [2.36334, -1.94682, -2.57464], [1.47744, -1.44732, -1.63424], [0.73784, -1.94732, 1.43956], [-0.58356, -1.94892, 0.47496], [1.53674, -4.00192, 0.57576], [3.08054, -4.91622, -1.11634], [3.66604, -3.56042, -3.10084], [2.61114, -1.35612, -3.44374], [1.02344, -0.47072, -1.76914]], "atomic_forces_ev_per_a": [[2.0, 0.3, -0.7], [-0.9, -1.1, -0.1], [1.8, 1.6, -0.1], [-2.0, -0.5, 1.3], [-1.5, -1.7, 1.3], [0.1, 0.0, -0.7], [0.1, 0.0, -0.9], [-0.1, 0.0, -0.6], [-0.1, 0.2, -0.5], [0.1, 0.0, 0.0], [-0.1, -0.1, 0.0], [0.0, 0.1, 0.0], [-0.1, -0.1, 0.0], [0.0, 0.1, 0.0], [0.1, 0.0, -0.1], [-0.1, 0.0, 0.0], [0.1, 0.0, 0.0], [-0.1, -0.1, 0.0], [0.0, -0.7, 0.2], [0.0, 0.9, 0.2], [0.0, 0.4, -0.3], [0.1, -0.3, -0.5], [0.1, -0.9, 0.0], [-0.1, 0.7, 0.6], [0.0, 0.0, 0.0], [1.0, 0.2, 1.2], [0.0, 0.1, 0.0], [0.1, 0.0, -0.1], [-0.1, 0.0, 0.0], [0.0, -0.1, -0.2], [0.0, 0.2, -0.1], [0.0, -0.1, 0.0], [-0.2, 0.0, -0.2], [0.1, 0.0, -0.1], [-0.5, 1.1, 1.1], [0.4, 0.0, -0.5], [-0.1, 0.1, 0.1], [0.1, 0.0, 0.0], [0.0, 0.0, 0.0], [0.0, -0.1, 0.0], [-0.2, 0.1, 0.0], [-0.2, 0.0, -0.1], [0.0, 0.1, 0.0], [0.0, -0.1, 0.1], [0.0, 0.0, 0.0], [0.1, -0.1, -0.1], [0.0, 0.0, -0.1], [0.1, 0.0, 0.0]], "mulliken_charge": [0.51, -0.15, 0.12, -0.26, -0.30, -1.31, 1.07, -1.29, -1.40, 0.43, 0.36, 0.39, 0.45, 0.37, 0.37, 0.45, 0.39, 0.38, -0.91, 0.28, -0.39, -0.39, 0.33, -0.70, -0.34, -0.24, 0.36, 0.39, 0.22, 0.48, 0.45, 0.31, 0.15, 0.36, -0.25, 0.08, -0.41, -0.57, -0.55, -0.93, 0.17, 0.16, 0.31, 0.42, 0.41, 0.41, 0.43, 0.38], "mol_weight_g_mol": 644.73, "total_energy_ha": -4791.7461, "lumo_ev": [-4.5, -4.5], "charge": 1, "e_above_lowest_kj_mol": 213.8, "homo_lumo_gap_ha": [0.2165, 0.2165]}

---

[7]
{"formula": "C7H26NO5", "method": "wB97M-V/def2-TZVPD", "species": ["C", "C", "C", "C", "C", "C", "C", "N", "H", "H", "H", "H", "H", "H", "H", "H", "H", "H", "H", "H", "H", "H", "H", "H", "H", "H", "O", "H", "H", "O", "H", "H", "O", "H", "H", "O", "H", "H", "O"], "coordinates": [[0.49016, 1.21133, -2.25942], [0.25893, 0.26908, -1.12805], [-0.25812, -1.12600, -1.45584], [0.92856, -2.07096, -1.29276], [0.99668, -2.97830, -0.31489], [0.22549, -3.20699, 0.89259], [1.94003, -2.14451, -2.39763], [-0.73284, 1.01616, -0.11497], [0.51307, 2.27386, -1.89479], [-0.15368, 1.24497, -3.12861], [1.49378, 0.98702, -2.64566], [1.16202, 0.32656, -0.44628], [-1.14590, -1.42479, -0.91554], [-0.48929, -1.17646, -2.53943], [1.86009, -3.63736, -0.41148], [0.97380, -3.43907, 1.74225], [-0.52811, -4.02033, 1.05577], [-0.36987, -2.31185, 1.18276], [2.87618, -1.59718, -2.19199], [2.18634, -3.20940, -2.60125], [1.61381, -1.62254, -3.29142], [-1.71307, 0.76192, -0.28803], [-0.43931, 0.73404, 0.84944], [-0.62145, 1.99737, -0.32672], [0.22294, 1.48982, 3.08251], [1.20298, 0.21490, 2.86072], [0.34308, 0.60972, 2.71150], [0.22711, 3.58114, 1.87922], [1.32198, 2.56049, 1.19510], [0.39341, 2.77856, 1.38416], [3.59945, 2.58145, 0.79208], [3.59937, 2.41064, 2.43567], [3.12670, 2.59872, 1.62514], [-3.10681, -0.41898, 2.47794], [-4.09064, -0.49030, 1.28162], [-3.53608, 0.10515, 1.79448], [-3.76001, 1.26312, -0.57814], [-3.76949, 0.51035, -1.98048], [-3.38594, 0.54159, -1.09687]], "atomic_forces_ev_per_a": [[1.3, 1.5, -0.5], [-1.2, 1.6, 2.4], [1.7, -0.2, -0.9], [-1.2, -1.1, 0.5], [1.1, -0.5, -1.4], [-0.8, 0.2, 3.4], [0.8, 0.2, -0.2], [0.3, -2.0, -1.0], [0.3, -0.8, -0.2], [-0.6, -0.6, 0.1], [-0.2, 0.2, -0.1], [-0.7, -0.8, -1.1], [0.0, 0.0, 0.4], [-0.2, 0.2, 0.6], [-0.1, -0.1, 0.0], [-1.1, 0.6, -1.1], [0.8, 0.2, -1.1], [0.5, -0.3, 0.0], [-0.1, -0.4, 0.4], [-0.1, 0.9, -0.1], [-0.4, -0.4, -0.4], [0.1, -0.2, -0.1], [-0.4, 0.9, -0.4], [0.1, 0.3, 0.9], [0.7, -0.2, -0.1], [0.1, 0.4, 0.5], [-0.9, -1.1, -0.4], [0.9, 0.3, -0.1], [0.1, 0.9, 1.0], [-0.9, 0.1, -0.7], [0.9, -0.1, 0.6], [0.8, -0.1, -0.5], [-1.5, 0.1, -0.3], [-0.1, -0.1, 0.0], [0.0, -0.2, 0.1], [0.2, 0.3, -0.2], [-0.4, 0.0, -0.3], [-0.2, 0.3, 0.2], [0.4, -0.2, 0.1]], "mulliken_charge": [-1.62, 0.56, -0.93, 0.80, -0.44, -1.05, -1.69, 0.03, 0.45, 0.33, 0.37, 0.29, 0.51, 0.45, 0.38, 0.29, 0.27, 0.13, 0.28, 0.46, 0.40, 0.24, 0.23, 0.38, 0.27, 0.28, -0.60, 0.26, 0.41, -0.59, 0.31, 0.29, -0.63, 0.30, 0.32, -0.63, 0.31, 0.26, -0.66], "mol_weight_g_mol": 204.29, "total_energy_ha": -713.0015, "lumo_ev": -2.6, "charge": 1, "e_above_lowest_kj_mol": 76.6, "homo_lumo_gap_ha": 0.3334}

---

[8]
{"formula": "C6H12N2O", "method": "wB97M-V/def2-TZVPD", "species": ["C", "C", "C", "N", "O", "H", "H", "H", "H", "H", "C", "C", "N", "C", "H", "H", "H", "H", "H", "H", "H"], "coordinates": [[-1.49940, -1.77690, 0.05159], [-0.29694, -2.34332, 0.21472], [0.81058, -1.73162, 0.98238], [0.45288, -1.01487, 2.07989], [1.97984, -1.91811, 0.68283], [-1.74734, -0.80856, 0.47130], [-2.25368, -2.25972, -0.56144], [-0.04513, -3.27364, -0.28294], [-0.49420, -0.99332, 2.42597], [1.19750, -0.68084, 2.67594], [-0.25618, 1.18707, -2.40616], [0.73617, 0.98192, -1.53870], [0.89992, 1.50278, -0.27988], [-0.11743, 2.19006, 0.48405], [-0.24485, 0.69950, -3.37497], [-1.09010, 1.83928, -2.17937], [1.55622, 0.31820, -1.81540], [1.55613, 0.96109, 0.28519], [-0.96602, 1.52960, 0.68616], [0.29715, 2.51281, 1.44386], [-0.47513, 3.07861, -0.04502]], "atomic_forces_ev_per_a": [[0.7, -0.5, -0.1], [-1.0, 0.3, -0.4], [0.4, -0.5, 0.3], [0.0, 0.4, 0.3], [-0.2, 0.3, 0.0], [0.0, -0.1, 0.0], [0.1, 0.1, 0.1], [0.0, 0.1, 0.0], [0.2, -0.1, -0.1], [-0.2, -0.1, -0.1], [-0.2, 0.1, 0.0], [0.0, -0.3, -0.2], [0.9, -0.3, 0.8], [0.0, -0.1, -0.3], [0.1, 0.1, 0.2], [0.0, 0.0, 0.0], [-0.1, 0.1, 0.1], [-0.4, 0.4, -0.4], [-0.2, 0.1, 0.0], [0.0, -0.1, -0.2], [0.0, -0.1, 0.0]], "mulliken_charge": [-0.67, -0.09, 0.55, -0.33, -0.64, 0.10, 0.28, 0.34, 0.20, 0.24, -0.89, 0.07, -0.26, -0.83, 0.25, 0.23, 0.31, 0.30, 0.20, 0.32, 0.32], "mol_weight_g_mol": 128.17, "total_energy_ha": -420.5356, "lumo_ev": 0.7, "e_above_lowest_kj_mol": 126.8, "homo_lumo_gap_ha": 0.3128, "smiles": "C=CC(N)=O.C=CNC"}